140
Properties=species:S:1:pos:R:3 method="wB97M-V/def2-TZVPD" total_charge=0 homo_lumo_gap_ev=7.62 smiles="CCc1cc(-c2ccccc2)c(ON=O)c2c1Sc1ccccc1N2CCCCOC=O.COC(=O)OC.COC(=O)OC.COC(=O)OC.COC(=O)OC.COC(=O)OC.COC(=O)OC.COC(=O)OC" homo_energy_ha=-0.3023 multiplicity=1 e_tot_ha=-4180.55840
C 2.67 0.52 6.01
C 2.42 -0.45 4.74
C 2.12 0.36 3.37
C 2.91 1.67 3.02
C 2.65 2.46 1.69
C 3.55 3.74 1.42
C 4.97 3.73 2.10
C 6.01 4.87 1.92
C 5.62 6.09 1.06
C 4.21 6.11 0.39
C 3.16 4.96 0.55
C 1.54 1.93 0.73
O 1.27 2.66 -0.50
N 0.09 3.30 -0.33
O -0.06 4.16 -1.14
C 0.72 0.65 1.00
C 1.05 -0.11 2.35
S 0.07 -1.68 2.59
C 0.05 -2.38 0.86
C 0.24 -3.88 0.52
C 0.24 -4.25 -1.01
C 0.06 -3.17 -2.13
C -0.13 -1.64 -1.79
C -0.13 -1.29 -0.27
N -0.32 0.17 0.05
C -1.71 0.38 0.57
C -2.57 1.48 -0.21
C -3.30 2.55 0.74
C -2.39 3.13 1.93
O -2.98 2.60 3.19
C -1.96 2.36 4.14
O -1.44 3.34 4.74
H 1.74 0.51 6.69
H 2.89 1.60 5.73
H 3.57 0.10 6.59
H 1.45 -1.04 4.94
H 3.28 -1.19 4.58
H 3.70 1.98 3.79
H 5.30 2.84 2.75
H 7.03 4.79 2.41
H 6.40 6.91 0.92
H 3.98 7.02 -0.27
H 2.15 5.00 0.02
H 0.40 -4.66 1.35
H 0.40 -5.32 -1.37
H 0.09 -3.42 -3.25
H -0.24 -0.82 -2.57
H -2.26 -0.63 0.42
H -1.65 0.53 1.70
H -3.41 0.93 -0.79
H -1.95 2.01 -1.03
H -3.57 3.46 0.07
H -4.32 2.20 1.15
H -2.41 4.27 2.03
H -1.32 2.73 1.90
H -1.62 1.30 4.43
C 1.59 -6.13 -7.54
O 1.63 -5.88 -6.14
C 2.87 -5.86 -5.62
O 3.89 -6.03 -6.23
O 2.77 -5.62 -4.30
C 4.02 -5.57 -3.62
H 0.54 -6.12 -7.85
H 2.11 -5.34 -8.09
H 2.01 -7.11 -7.77
H 4.64 -4.76 -4.01
H 4.53 -6.53 -3.69
H 3.81 -5.37 -2.57
C -2.43 10.44 3.57
O -1.79 9.37 4.27
C -2.42 8.19 4.17
O -3.44 7.98 3.56
O -1.71 7.28 4.86
C -2.27 5.96 4.84
H -1.83 11.34 3.72
H -2.47 10.23 2.50
H -3.43 10.61 3.97
H -2.31 5.58 3.82
H -3.27 5.96 5.29
H -1.63 5.32 5.43
C -1.20 2.28 7.62
O -0.55 2.73 8.81
C -1.25 3.64 9.50
O -2.34 4.07 9.21
O -0.53 3.97 10.59
C -1.16 4.94 11.43
H -0.55 1.55 7.14
H -2.15 1.78 7.86
H -1.36 3.10 6.93
H -2.11 4.55 11.82
H -1.32 5.88 10.89
H -0.50 5.13 12.27
C -7.50 0.02 -4.61
O -6.86 0.48 -3.42
C -7.57 1.39 -2.73
O -8.66 1.82 -3.04
O -6.86 1.74 -1.65
C -7.50 2.71 -0.81
H -6.83 -0.70 -5.09
H -8.44 -0.48 -4.37
H -7.66 0.85 -5.31
H -8.44 2.32 -0.42
H -7.66 3.64 -1.36
H -6.83 2.91 0.03
C -5.88 -5.55 -4.79
O -6.19 -5.81 -6.16
C -6.24 -4.71 -6.94
O -6.06 -3.58 -6.57
O -6.53 -5.10 -8.19
C -6.62 -4.03 -9.13
H -5.87 -6.51 -4.27
H -4.90 -5.09 -4.70
H -6.65 -4.92 -4.34
H -5.66 -3.50 -9.20
H -7.42 -3.34 -8.85
H -6.86 -4.45 -10.10
C 6.32 -0.07 -8.60
O 6.97 -1.12 -7.89
C 6.35 -2.31 -7.99
O 5.34 -2.54 -8.61
O 7.06 -3.20 -7.28
C 6.52 -4.53 -7.29
H 6.89 0.85 -8.45
H 6.29 -0.28 -9.67
H 5.31 0.10 -8.21
H 6.50 -4.92 -8.31
H 5.53 -4.54 -6.85
H 7.18 -5.16 -6.69
C 4.79 -8.88 2.60
O 3.91 -7.84 3.02
C 4.23 -6.62 2.56
O 5.17 -6.36 1.85
O 3.33 -5.74 3.03
C 3.56 -4.40 2.61
H 4.43 -9.82 3.03
H 4.78 -8.98 1.51
H 5.80 -8.70 2.96
H 3.50 -4.31 1.53
H 4.52 -4.04 2.98
H 2.77 -3.78 3.05